Computed, not measured: 12 unconnected molecules or ions with the total composition H24O12, with the ωB97M-V functional and the def2-TZVPD basis.

The geometry in XYZ format:
```
36
Properties=species:S:1:pos:R:3:nbo_charge:R:1
O 1.9519 -0.1917 3.6247 -0.990
H 2.3175 -0.4111 2.7442 0.516
H 2.5560 -0.6185 4.2411 0.492
O -1.1307 -1.0714 -2.5694 -0.981
H -1.2265 -1.2553 -3.5113 0.487
H -1.9637 -0.6597 -2.2957 0.500
O -0.4683 -1.2777 2.7407 -1.000
H 0.3729 -1.0329 3.1972 0.515
H -0.4062 -2.2340 2.6220 0.474
O 1.1403 -2.3506 -1.5428 -0.973
H 0.3315 -1.8224 -1.6552 0.495
H 0.8964 -3.2387 -1.8206 0.466
O -2.6281 -1.1692 0.6158 -0.980
H -3.4818 -1.4039 0.9973 0.480
H -2.0123 -1.2175 1.3694 0.513
O 3.1597 1.2548 0.5115 -0.979
H 3.1098 2.1018 0.0598 0.466
H 2.2332 0.9504 0.5676 0.494
O 3.1435 -1.5913 1.4017 -0.971
H 2.3230 -1.6767 0.8944 0.489
H 3.8198 -1.5172 0.7209 0.496
O -0.3444 1.7713 3.2694 -0.956
H -0.0517 2.5522 2.7888 0.468
H 0.4636 1.2580 3.4082 0.483
O 0.4652 0.4873 0.4453 -0.978
H 0.0492 -0.1074 1.0879 0.497
H -0.0484 0.3963 -0.3656 0.487
O -2.9488 0.7330 -1.4275 -1.013
H -3.0221 0.0215 -0.7535 0.517
H -3.3999 1.4853 -1.0257 0.492
O 0.7179 1.4785 -3.7822 -0.968
H 0.6650 0.6044 -3.3846 0.465
H -0.1099 1.9196 -3.5262 0.489
O -1.7895 2.7566 -3.1928 -0.960
H -2.2036 2.0694 -2.6397 0.490
H -2.4805 3.0070 -3.8150 0.477
```


Computed, not measured: a molecular structure, H24O12, with the ωB97M-V functional and the def2-TZVPD basis.

The geometry in XYZ format:
```
36
Properties=species:S:1:pos:R:3:nbo_charge:R:1
H -0.1016 0.4893 1.4916 0.472
H -0.4601 -0.1094 0.1414 0.463
H -1.1054 -3.8972 -0.2877 0.475
H -1.1508 -2.4611 0.2076 0.457
H 1.3659 -0.4108 -3.9976 0.481
H 1.1219 -1.8941 -4.2223 0.456
H -2.5662 2.8497 -1.4551 0.408
H -3.9499 2.4985 -1.9767 0.472
H -1.6474 -2.4025 2.5308 0.459
H -0.9794 -1.7255 3.7164 0.461
H 4.3695 -2.0586 1.2853 0.467
H 3.6888 -0.7568 1.6751 0.463
H -2.3095 2.0014 2.5122 0.471
H -1.7762 2.4173 1.1511 0.481
H 1.3800 0.3546 3.2116 0.450
H 0.8594 -1.0303 2.8634 0.464
H 3.6900 2.5055 -2.2490 0.468
H 2.7350 1.3906 -2.6427 0.463
H -0.6068 -0.1342 -3.1625 0.467
H -0.5415 -1.4243 -3.9634 0.474
H -4.5456 0.6692 -2.3180 0.454
H -3.4561 0.1765 -1.3797 0.472
H 2.4335 2.0108 3.7089 0.460
H 2.9490 1.2361 2.5073 0.463
O -0.8205 0.4328 0.8521 -0.941
O -0.8154 -3.0061 -0.5131 -0.933
O 1.2012 -1.2342 -3.5243 -0.935
O -3.1515 2.1002 -1.6121 -0.924
O -1.6189 -2.4116 3.4942 -0.918
O 3.5327 -1.7056 1.6082 -0.930
O -1.4997 2.2671 2.0621 -0.947
O 1.6623 -0.5623 3.1188 -0.916
O 3.6647 1.5648 -2.4576 -0.931
O -0.5230 -0.4659 -4.0636 -0.943
O -4.2121 0.7730 -1.4197 -0.883
O 3.1840 1.9531 3.1070 -0.920
```


Computed, not measured: 12 unconnected molecules or ions with the total composition H24O12, with the ωB97M-V functional and the def2-TZVPD basis.

The geometry in XYZ format:
```
36
Properties=species:S:1:pos:R:3:nbo_charge:R:1
O 21.2527 3.8664 16.7606 -0.958
H 22.1909 4.0234 16.6289 0.455
H 20.8669 3.9092 15.8617 0.488
O 19.8462 4.0038 14.2947 -0.964
H 19.6520 3.1486 13.8885 0.501
H 18.9920 4.4494 14.3594 0.483
O 24.5531 7.6325 14.4988 -0.955
H 25.5082 7.5492 14.3922 0.475
H 24.1845 6.8164 14.1314 0.489
O 20.7590 9.1301 14.9125 -0.969
H 21.3174 8.6271 14.3037 0.484
H 21.3604 9.4193 15.6054 0.475
O 19.3454 5.3491 11.8734 -0.961
H 18.9385 5.9446 12.5254 0.494
H 18.9463 5.5870 11.0277 0.477
O 22.8877 9.3838 12.8972 -0.974
H 23.3646 8.7184 13.4197 0.483
H 22.2137 8.8741 12.4247 0.478
O 23.7705 4.8932 15.3039 -0.968
H 24.7166 4.7603 15.1629 0.486
H 23.7153 5.3567 16.1527 0.494
O 23.4035 5.0001 11.8432 -0.956
H 24.1216 4.7703 12.4417 0.461
H 22.7658 5.4869 12.3901 0.485
O 22.5814 2.7045 13.8662 -0.959
H 22.1965 3.2063 13.1363 0.474
H 22.6999 3.3600 14.5763 0.477
O 21.6593 6.4631 13.8060 -0.966
H 21.3805 5.5911 14.1212 0.497
H 20.9595 6.7318 13.1964 0.473
O 20.8978 7.8304 11.3839 -0.973
H 20.3799 7.0806 11.7288 0.474
H 20.7862 7.8036 10.4281 0.490
O 18.6187 7.7788 13.2959 -0.990
H 19.0449 8.6327 13.1327 0.510
H 18.1326 7.8991 14.1210 0.492
```


Per-record energy relative to the best compared isomer or geometry (same formula, charge and spin), kJ/mol: 68.9; 891.4; 143.6
Per-record E_LUMO, eV: -0.029; -0.277; -0.120